1.
The following is a quantum chemistry calculation of a cluster of 5 separate species, C7H27BN3O5 in total, from the Open Molecules 2025 dataset.

CARTESIAN COORDINATES (ANGSTROEM)
H: 1.99 -4.03 1.72
C: -2.13 1.79 1.55
C: 1.83 -2.96 1.72
C: -0.92 -1.58 3.03
H: -0.24 -1.17 3.78
H: -0.34 -0.64 -0.85
H: 1.19 0.05 -0.66
N: -1.48 -0.55 2.08
O: -0.95 1.92 0.76
N: 0.35 -0.29 -0.21
C: 3.08 1.74 -1.05
H: -2.51 2.77 1.84
H: 0.78 0.66 -3.75
H: -1.44 -0.18 -2.61
H: -1.85 2.40 -1.13
H: -2.95 0.59 3.08
H: 1.95 -2.65 2.76
C: -1.15 2.70 -0.35
H: 2.27 0.97 -4.37
H: -0.06 0.47 0.32
H: 0.64 -1.03 0.41
O: 2.65 0.59 -1.13
O: 2.95 2.62 -1.93
H: -2.86 1.33 0.88
B: -0.64 -0.61 -3.19
H: -0.80 -1.64 -3.46
H: -1.46 -3.07 1.71
H: 0.31 -0.62 -2.67
H: -1.19 1.15 3.32
N: 1.51 1.35 -3.82
O: 0.56 -2.55 1.20
H: -1.29 3.75 -0.10
C: -1.95 0.72 2.67
H: -0.31 2.50 -1.01
H: 1.85 1.63 -2.91
H: -0.27 -3.76 2.70
O: 4.26 1.57 -0.93
H: 1.04 2.18 -4.16
C: -0.51 -2.83 2.19
H: -1.68 -1.87 3.74
H: 2.62 -2.37 1.24
H: -0.55 -0.04 -4.10
H: -2.30 -1.00 1.69

The value obtained for the total energy is -23073.0582 eV. As for the charge: -1.

***

2.
The following is a quantum chemistry calculation of a cluster of 8 separate species, C14H42ClO11S7 in total, from the Open Molecules 2025 dataset.

CARTESIAN COORDINATES (ANGSTROEM)
H: -6.86 -14.05 -10.80
H: -6.40 -13.58 -14.51
H: -6.79 -9.69 -16.68
H: -10.34 -10.04 -16.78
O: -8.67 -10.07 -12.58
C: -10.25 -7.19 -15.19
O: -9.96 -5.24 -10.34
H: -4.58 -7.20 -17.06
H: -11.97 -9.42 -16.92
O: -9.62 -16.18 -9.80
H: -8.46 -6.98 -7.61
C: -8.74 -15.54 -12.19
O: -9.65 -12.22 -12.65
H: -11.19 -7.14 -14.64
H: -10.49 -7.99 -10.93
H: -9.40 -6.76 -14.68
S: -10.43 -6.06 -16.61
H: -6.71 -15.19 -15.28
H: -12.23 -7.27 -17.60
S: -6.96 -7.25 -16.99
H: -11.40 -15.82 -14.82
O: -8.49 -11.35 -14.52
H: -6.76 -15.64 -10.12
C: -6.60 -8.81 -16.08
H: -6.08 -14.67 -18.94
C: -13.11 -13.27 -12.89
H: -10.87 -14.13 -14.18
O: -14.16 -15.56 -13.67
H: -8.14 -5.33 -8.07
H: -5.10 -5.58 -17.28
H: -12.80 -6.10 -16.30
H: -5.14 -6.38 -15.63
S: -12.02 -11.83 -17.10
C: -11.66 -14.82 -14.47
H: -13.71 -13.12 -12.00
H: -9.66 -15.96 -12.58
C: -8.38 -6.31 -8.47
C: -5.32 -6.48 -16.70
C: -10.46 -12.74 -17.36
C: -11.29 -10.19 -17.30
H: -11.25 -10.05 -18.39
H: -10.79 -13.77 -17.47
Cl: -9.38 -11.01 -13.42
H: -13.61 -12.98 -13.81
H: -7.91 -13.93 -15.49
H: -12.22 -5.45 -17.85
C: -6.49 -14.81 -17.94
O: -4.41 -14.15 -16.60
H: -9.83 -12.43 -18.20
O: -10.62 -10.51 -13.98
H: -6.15 -15.81 -17.65
O: -7.00 -7.59 -18.43
H: -7.53 -6.62 -9.09
C: -7.32 -14.71 -10.05
O: -12.87 -12.09 -18.30
H: -7.24 -14.22 -9.08
S: -12.86 -15.07 -13.09
H: -8.00 -16.34 -12.09
S: -9.95 -6.34 -9.33
S: -5.82 -13.66 -16.78
O: -10.26 -4.66 -16.03
H: -9.51 -8.71 -9.57
H: -12.23 -14.40 -15.30
H: -8.74 -7.69 -10.86
C: -9.63 -7.89 -10.27
C: -6.84 -14.10 -15.36
C: -12.14 -6.28 -17.16
S: -9.07 -14.98 -10.52
H: -5.61 -8.80 -15.61
H: -7.26 -8.80 -15.21
H: -7.58 -14.77 -17.97
H: -8.39 -14.68 -12.75
H: -10.09 -8.23 -15.47
H: -9.76 -12.65 -16.52
H: -12.18 -12.69 -12.83

The energy above the lowest of the compared OMol25 structures with the same formula, charge and spin is 1.0538 eV. As for the charge: -1.

***

3.
The following is a quantum chemistry calculation of a structure of composition C14H8InO2, from the Open Molecules 2025 dataset.

CARTESIAN COORDINATES (ANGSTROEM)
C: -2.79 0.53 -0.50
C: -2.78 -3.67 -3.59
O: -5.53 -1.88 -0.74
C: -4.74 0.32 0.92
H: -2.85 -4.68 -3.95
C: -2.37 1.68 0.26
C: -3.48 -1.84 -2.03
H: -1.45 2.17 -0.03
C: -1.41 -1.77 -3.31
H: -0.42 -1.34 -3.35
H: -5.59 -0.18 1.36
C: -1.66 -2.95 -3.92
C: -3.82 -3.06 -2.75
C: -2.31 -1.21 -2.40
In: 2.15 0.28 -1.32
C: -1.86 0.07 -1.60
C: -4.46 -1.31 -1.00
C: -4.26 1.46 1.65
H: -4.67 -3.66 -2.44
H: -4.90 1.96 2.35
H: -2.77 3.10 1.64
C: -3.08 2.12 1.31
H: -0.86 -3.42 -4.48
C: -3.97 -0.14 -0.14
O: -0.76 0.78 -1.80

The energy above the lowest of the compared OMol25 structures with the same formula, charge and spin is 0.0000 eV. As for the charge: +3.

***

4.
The following is a quantum chemistry calculation of a cluster of 7 separate species, C31H65FNO10 in total, from the Open Molecules 2025 dataset.

CARTESIAN COORDINATES (ANGSTROEM)
C: 3.09 0.21 -1.14
C: 8.13 1.12 -2.04
H: 7.54 1.14 0.03
C: -1.43 5.01 -1.27
H: -4.11 -3.18 2.38
H: 2.19 -1.24 -2.66
C: -4.72 4.71 -4.13
C: -0.93 -5.80 3.63
H: -1.50 -5.90 2.70
C: -1.42 2.44 0.33
H: 6.71 4.15 -1.99
C: -1.97 0.98 -0.11
N: -0.28 4.08 -1.44
H: -1.68 -3.42 4.26
H: -5.26 -7.47 6.87
H: -0.03 -4.32 5.80
C: 0.63 -4.32 4.93
H: -4.94 5.62 -6.09
H: 9.02 1.74 -1.91
H: -6.71 4.17 -4.81
H: -5.28 -8.78 5.70
C: 1.97 2.19 -1.74
C: -3.01 -3.39 0.52
H: -2.36 4.60 -1.77
H: 6.52 6.78 -0.27
C: 2.12 -0.96 -1.58
H: -2.50 2.01 -2.07
C: -1.13 6.50 -1.68
C: -2.69 1.03 -1.53
H: -5.12 -9.14 7.43
C: -6.20 4.46 -3.89
H: -3.54 -2.36 -1.06
H: 4.15 -0.23 -1.18
H: -2.06 -3.64 1.00
H: -4.64 -4.43 -0.45
O: -4.11 3.53 -4.63
H: 0.52 -4.45 2.79
H: 2.72 3.77 -3.25
O: -2.71 -2.58 -0.62
H: -4.82 -2.29 1.01
H: -3.07 -10.07 5.23
O: -1.07 -3.40 3.51
H: 5.77 5.23 0.18
C: 5.37 5.85 -1.86
C: -4.22 0.76 -1.29
O: -4.83 1.54 -0.58
H: -2.32 3.11 0.34
H: 2.93 0.46 -0.05
C: 8.91 -0.49 -0.27
H: -3.94 -5.31 0.92
C: -2.70 -9.69 6.19
H: -1.15 0.22 -0.19
H: 9.82 0.09 -0.09
C: 7.78 0.40 -0.74
C: -3.71 -4.66 0.07
C: -0.28 2.87 -0.68
H: -3.43 5.99 -5.27
H: 4.34 4.23 -1.50
H: -6.69 5.35 -3.49
O: -4.83 -0.37 -1.84
H: -5.12 -0.19 -2.75
H: -0.99 2.37 1.37
H: -4.23 4.95 -3.18
H: 4.78 6.67 0.05
H: 8.64 -1.01 0.65
H: 0.84 1.00 -0.17
H: -2.68 0.59 0.68
C: -0.16 -4.49 3.64
H: 8.33 0.40 -2.84
H: 6.80 -1.05 -1.62
H: 7.30 1.74 -2.37
C: 0.76 4.35 -2.34
H: -1.64 -5.84 4.45
H: 1.03 -0.71 -1.39
C: 1.91 3.46 -2.52
H: -2.90 -7.97 7.45
H: -2.92 -10.43 6.96
C: 0.85 1.92 -0.80
H: 5.19 6.78 -2.40
H: 6.34 4.89 -3.54
H: -0.25 -6.65 3.71
O: 3.04 1.39 -1.98
C: 5.63 6.15 -0.39
C: -3.88 -2.59 1.48
C: -3.32 -8.34 6.52
H: 9.13 -1.27 -1.01
H: 7.46 5.70 -2.42
H: -3.35 -7.73 4.66
C: 6.54 5.11 -2.49
H: 1.36 -5.13 5.05
C: -4.50 5.84 -5.11
H: -1.70 5.04 -0.17
F: -2.07 7.20 -2.48
H: 2.33 -1.84 -0.89
C: -4.83 -8.44 6.64
O: -0.16 7.08 -1.32
H: -4.93 6.77 -4.74
H: -1.61 -9.60 6.09
H: 0.77 5.28 -2.98
H: -3.08 -5.22 -0.63
H: 1.17 -3.37 4.93
O: 4.19 5.05 -1.98
H: -2.28 0.22 -2.19
H: -3.37 -1.68 1.79
O: 6.60 -0.39 -0.94
O: -2.98 -7.40 5.49
H: -6.34 3.64 -3.18
H: -4.54 3.30 -5.46

The value obtained for the total energy is -57875.6522 eV. As for the charge: +1.

***

5.
The following is a quantum chemistry calculation of a cluster of 2 separate species, C5H13N3 in total, from the Open Molecules 2025 dataset.

CARTESIAN COORDINATES (ANGSTROEM)
H: -0.32 1.18 -2.90
N: -0.23 -1.06 -1.87
H: 4.06 0.71 1.82
H: 0.75 -0.30 0.44
C: 1.93 0.33 2.17
N: -2.49 -0.52 -1.28
H: 3.63 -1.00 2.17
H: -0.44 0.78 3.10
H: -1.64 1.73 -2.06
H: -1.13 1.19 1.52
H: -0.35 -1.82 -1.19
C: -1.25 -0.28 -1.87
H: 1.84 0.70 3.16
C: 3.28 -0.11 1.67
C: 0.77 0.14 1.47
H: -1.17 -0.50 2.09
H: 3.27 -0.34 0.61
H: -3.22 0.19 -1.38
N: -1.25 0.93 -2.58
H: -2.42 -0.99 -0.39
C: -0.56 0.44 2.07

The energy above the lowest of the compared OMol25 structures with the same formula, charge and spin is 0.6686 eV. As for the charge: 0.

***

6.
The following is a quantum chemistry calculation of a cluster of 2 separate species, C6H2N2O2 in total, from the Open Molecules 2025 dataset.

CARTESIAN COORDINATES (ANGSTROEM)
H: -3.29 -1.51 1.09
C: 2.47 1.59 0.34
C: 0.85 -1.69 -0.88
C: -2.35 -1.51 0.74
C: -1.25 -1.55 0.27
C: 0.16 1.68 -0.10
O: 3.51 1.69 0.83
O: 1.72 -1.95 -1.60
N: 0.02 -1.56 -0.02
C: -1.04 1.69 -0.46
H: -2.13 1.88 -0.32
N: 1.35 1.24 0.11

The value obtained for the total energy is -13319.9709 eV. Its expectation value of S² is 2.010. As for the multiplicity: 3. As for the charge: 0.

***

Q: Among the records above, which one has the highest charge?
A: C14H8InO2